The molecule C5H11NO, computed with ωB97M-V/def2-TZVPD.

The geometry in XYZ format:
```
18
Properties=species:S:1:pos:R:3
C -2.074 1.060 -0.045
C -0.874 0.618 -0.835
C 0.229 0.107 -0.258
N 1.498 0.312 -0.783
C 2.737 0.035 -0.090
O 0.165 -0.631 0.888
C -0.915 -1.582 0.876
H -3.015 0.532 -0.250
H -1.881 0.998 1.032
H -2.242 2.122 -0.261
H -0.792 0.940 -1.867
H 1.516 1.163 -1.326
H 3.024 0.808 0.640
H 3.548 -0.045 -0.820
H 2.647 -0.912 0.437
H -0.948 -2.018 1.873
H -0.729 -2.362 0.128
H -1.894 -1.145 0.660
```

Its net charge is 0. The electronic energy comes out at -8899.47159 eV. For the HOMO energy, the calculation gives -7.31 eV. For the LUMO energy, the calculation gives 1.0 eV. The SMILES is C/C=C(/NC)OC. The value obtained for the energy above the lowest of the compared OMol25 structures with the same formula, charge and spin is 214.8 kJ/mol. Its largest force on an atom is 0.0072 Eh/bohr.

natural (NBO) population analysis, charges in e, atoms 1 to 8: -0.64, -0.43, 0.50, -0.62, -0.41, -0.53, -0.25, 0.20